Record 1
# C4H7NO2

The molecule C4H7NO2 in a non-equilibrium geometry (wB97M-V/def2-TZVPD, the Open Molecules 2025 dataset).

```
14
Properties=species:S:1:pos:R:3:mulliken_charge:R:1
O 1.75944 2.09717 1.60400 -0.499
O -1.77221 0.53431 -1.99532 -0.477
N -0.34199 -1.52490 0.32175 -0.668
C 0.31528 0.95619 0.16650 -0.570
C 0.02835 -0.42804 -0.47078 0.108
C 1.44249 1.02770 1.09593 0.018
C -1.22732 -0.46226 -1.57643 -0.040
H -0.55232 1.20078 0.95396 0.198
H 1.84478 0.03032 1.35947 0.282
H 0.15626 -1.58965 1.15169 0.247
H 0.10399 1.67640 -0.48254 0.503
H -1.25484 -1.34965 0.75690 0.268
H -1.44245 -1.53408 -1.71524 0.381
H 0.94053 -0.63429 -1.16992 0.248
```

Results
SMILES   N[C@@H](C=O)CC=O
E_LUMO   0.52 eV
HOMO   -9.9 eV
Kohn-Sham gap   0.382 Eh

***

Record 2
# C4H7NO2

A 2-piece molecular cluster, C4H7NO2 overall (wB97M-V/def2-TZVPD, the Open Molecules 2025 dataset).

```
14
Properties=species:S:1:pos:R:3:mulliken_charge:R:1
O -0.40328 0.83154 1.61489 -0.527
O 0.97447 -1.39539 0.95457 -0.234
N -0.06622 1.92073 -0.45708 -0.465
C -0.14387 1.13386 0.48860 0.812
C 0.31215 -1.60249 2.01483 -0.181
C 0.40350 1.65867 -1.79080 -0.684
C 0.45448 -0.98504 -0.22234 -0.780
H 0.89672 -1.77464 2.90876 0.287
H 0.39923 2.59378 -2.35835 0.255
H -0.24581 0.94339 -2.31261 0.281
H -0.56437 -1.32567 -0.40811 0.359
H 1.18265 -1.11037 -1.01518 0.326
H 1.42636 1.26176 -1.79168 0.276
H -0.77104 -1.65252 1.99142 0.276
```

Results
E_LUMO (alpha / beta)   -0.11 / -0.11 eV
HOMO (alpha / beta)   -7.9 / -7.9 eV
Kohn-Sham gap (alpha / beta)   0.286 / 0.287 Eh

***

Record 3
# C4H7NO2

C4H7NO2 as an isolated structure in a non-equilibrium geometry (wB97M-V/def2-TZVPD, the Open Molecules 2025 dataset).

```
14
Properties=species:S:1:pos:R:3:mulliken_charge:R:1
O -1.34826 1.60029 -1.05820 -0.454
O -0.64396 -2.43056 0.60962 -0.548
N 0.17485 1.10119 0.65198 -0.153
C -0.32250 -0.16742 1.16560 -0.481
C 0.55850 -1.26472 -1.05903 -1.025
C -0.24799 -1.36240 0.20619 0.620
C -0.51622 1.79182 -0.23674 0.074
H -1.37707 -0.07405 1.45425 0.310
H 0.29941 -2.07377 -1.74008 0.333
H 0.82965 2.14934 0.66649 0.352
H 0.35434 2.80951 -0.22457 0.020
H 0.21926 -0.41932 2.07764 0.371
H 1.63253 -1.29594 -0.86429 0.276
H 0.38745 -0.36396 -1.64887 0.304
```

Results
E_LUMO   0.50 eV
HOMO   -9.8 eV
Kohn-Sham gap   0.378 Eh

***

In kcal/mol, the energy relative to the best compared isomer or geometry (same formula, charge and spin) values for the records above are, in order, 68.1, 111.5, 86.7.
In eV, the energy values for the records above are, in order, -9844.3256, -9842.4432, -9843.5189.